Computed, not measured: 2 unconnected molecules or ions with the total composition C7H16O, with wB97M-V/def2-TZVPD.

orbital gap	0.397	Eh
LUMO level	0.035	hartree
largest force on an atom	2.51	eV/A
SMILES string	CC(C)(C)O.C=CC

Geometry as ORCA input:
```
! RIJCOSX wB97M-V def2-TZVPD def2/J DEFGRID3
* xyz 0 1
O 3.0593 0.6730 0.3200
C -2.4243 -0.9053 -0.1181
C 1.3415 -1.1627 0.0415
C -2.4265 -0.7262 1.3649
C 0.8784 1.1442 0.9631
C 1.3069 0.8347 -1.5036
C 1.5542 0.3328 -0.0916
C -2.4189 0.0822 -0.9982
H 1.6215 -1.4987 1.0376
H 1.5023 1.9030 -1.5664
H 0.2846 -1.3837 -0.1125
H 0.2682 0.6547 -1.7758
H 1.9479 0.3153 -2.2148
H 1.9276 -1.7056 -0.6990
H 1.7687 1.8624 1.1094
H -2.3153 1.1134 -0.6916
H -2.3356 0.3247 1.6366
H 3.6987 0.3636 -0.3326
H -1.5984 -1.2760 1.8165
H -2.4472 -0.0994 -2.0612
H 0.7733 0.6268 1.9097
H -3.3499 -1.1214 1.7936
H -2.5528 -1.9265 -0.4625
H -0.0645 1.5746 0.6349
*
```

Atom charges from the natural (NBO) analysis, given in e for atoms 1 to 6: -0.798, -0.168, -0.636, -0.650, -0.667, -0.639

***

Computed, not measured: a molecular structure, C33H26BF4HgN2O2SSb, with wB97M-V/def2-TZVPD.

orbital gap (alpha / beta)	0.253 / 0.275	Eh
LUMO level (alpha / beta)	0.091 / 0.056	hartree
largest force on an atom	0.67	eV/A

Geometry as ORCA input:
```
! RIJCOSX wB97M-V def2-TZVPD def2/J DEFGRID3
* xyz -1 2
Hg -0.2068 -0.9363 -0.8380
Sb 2.7296 0.3418 1.4120
S 0.5672 1.0761 0.0454
F 1.3406 -2.0510 1.9064
F 0.7009 -3.0610 -0.0751
F 1.7032 -4.3099 1.5900
F 2.9300 -2.7606 0.3905
O -3.1098 -1.1050 -0.9297
O -0.5554 -1.8489 -4.6252
N -2.8098 -1.4730 -4.3569
N -1.5194 -1.5351 -2.5207
C 0.5590 0.5317 3.5874
C 6.6045 -1.7246 1.8565
C 5.7567 3.5980 1.0404
C -4.9147 -3.1899 -2.4213
C 1.8620 0.9147 3.2759
C -3.7324 -1.1130 -3.3002
C 2.9904 3.4043 1.0785
C 3.5999 4.6495 0.9912
C -5.1765 0.8118 -2.5017
C -6.0076 -1.8620 -4.0921
C 2.5824 1.6858 4.1877
C -7.0733 -2.7510 -4.1089
C 4.5087 -1.0753 3.5661
C -3.8151 2.6258 -4.0985
C -0.0136 0.9106 4.7976
C 0.7121 1.6734 5.7039
C -4.1598 0.3596 -3.3419
C 6.6950 -2.0263 3.2102
C -2.7753 -1.2648 -2.0896
C -5.5208 2.1544 -2.4764
C 5.4704 -1.0948 1.3606
C -3.4741 1.2763 -4.1272
C -4.8439 3.0666 -3.2807
C 4.4278 -0.7409 2.2160
C -4.9202 -2.0707 -3.2470
C 5.1440 2.3503 1.1288
C 3.7539 2.2337 1.1542
C 2.0110 2.0634 5.3975
C -5.9800 -4.0813 -2.4377
C -7.0627 -3.8635 -3.2776
C 4.9862 4.7494 0.9739
C 5.6441 -1.7112 4.0605
C -1.5114 -1.6339 -3.9149
B 1.6950 -3.0679 0.9706
H 3.6893 -0.8462 4.2378
H -1.0298 0.6119 5.0289
H 5.7672 1.4661 1.1954
H -3.2601 3.3324 -4.7048
H -5.9631 -4.9462 -1.7863
H 6.8386 3.6665 1.0265
H -7.9168 -2.5690 -4.7639
H -2.6601 0.9410 -4.7577
H -7.8983 -4.5524 -3.2789
H -4.0812 -3.3624 -1.7521
H 5.4621 5.7206 0.9165
H 5.7029 -1.9631 5.1131
H -6.0223 -0.9899 -4.7370
H 2.5779 2.6662 6.0972
H -5.1129 4.1158 -3.2611
H 0.2679 1.9618 6.6499
H -5.6840 0.1070 -1.8542
H 5.3959 -0.8924 0.2967
H 3.5929 2.0030 3.9535
H -3.0214 -1.4145 -5.3368
H 1.9048 3.3481 1.0976
H 7.4129 -1.9888 1.1845
H -6.3121 2.4929 -1.8181
H 7.5781 -2.5195 3.5984
H 2.9890 5.5431 0.9344
H -0.0095 -0.0577 2.8799
*
```

Atom charges from the Löwdin analysis, given in e for atoms 1 to 6: 0.931, 1.395, -0.101, 0.010, -0.019, 0.129

***

Computed, not measured: a molecular structure, C30H34F10N7PdSSi, with wB97M-V/def2-TZVPD.

orbital gap (alpha / beta)	0.144 / 0.141	Eh
LUMO level (alpha / beta)	-0.210 / -0.212	hartree
largest force on an atom	3.58	eV/A

Geometry as ORCA input:
```
! RIJCOSX wB97M-V def2-TZVPD def2/J DEFGRID3
* xyz 1 1
Pd 0.3369 0.1464 -0.3614
S 0.0511 -2.3976 -0.9567
Si 3.6735 -1.1201 -0.9086
F -0.5797 4.3724 1.0295
F -2.4124 -1.1391 4.7254
F -4.8483 -0.0128 4.9650
F 3.7274 5.3917 2.3687
F 1.0770 5.8126 2.5214
F 3.1006 2.1965 -0.8900
F 4.7509 3.5693 0.6753
F -4.8412 1.1672 0.4920
F -1.2109 -1.1025 2.4088
F -6.0439 1.1265 2.8409
N -2.3020 -3.4236 -0.0933
N 2.3738 -0.4845 0.0706
N -0.6188 -3.7854 1.2575
N -2.2554 -0.0057 0.1271
N -0.9735 0.6288 -2.4027
N 0.4216 2.3605 -0.7248
N 1.2688 0.6558 1.6642
C -2.9225 0.0237 1.2949
C 0.7163 4.1900 0.8855
C -3.0334 0.2420 -1.0682
C 3.3327 0.4682 3.4778
C -0.2287 0.1517 -3.5756
C 3.4713 -0.1300 2.2520
C 2.9335 4.6996 1.6195
C -2.9893 -0.5764 3.6818
C 1.5609 4.9274 1.6721
C 1.1888 3.1844 0.0088
C -4.2455 -0.0060 3.8146
C -0.8996 2.7816 -1.1270
C -4.8549 0.5748 2.7103
C 0.7071 -3.7792 1.8411
C -2.3531 -0.5518 2.4720
C 5.2689 -0.1365 -0.7305
C 3.4526 3.7446 0.7534
C 3.1225 -1.0177 -2.6940
C -4.2209 0.5755 1.4931
C -0.1263 1.9573 3.2000
C 2.4166 -0.0043 1.3118
C -0.9819 -3.2197 0.1080
C -2.2377 -0.0893 -2.3140
C -1.7438 -4.4390 1.9225
C 2.6013 3.0239 -0.0393
C 1.1475 1.2316 2.8729
C -1.1738 2.0902 -2.4639
C 3.9904 -2.9077 -0.4203
C -2.8484 -4.3946 0.8563
C 2.1705 1.1708 3.8026
H -1.6504 2.5227 -0.3757
H -0.0453 -0.9155 -3.4749
H 0.0717 2.9952 3.4732
H -0.4838 2.5041 -3.1972
H 2.2870 -1.6858 -2.9198
H 3.1003 -3.5195 -0.5910
H -1.4759 -5.4541 2.2123
H -0.9444 3.8652 -1.2558
H 4.1327 0.3915 4.2048
H -3.7998 -4.0570 1.2614
H 1.0948 -4.7976 1.8953
H 5.5028 0.1419 0.2988
H 3.9488 -1.2834 -3.3604
H 4.3596 -0.6927 1.9990
H -2.6862 -3.2806 -1.0096
H 6.1085 -0.7278 -1.1088
H 2.8282 0.0087 -2.9274
H 2.0575 1.6508 4.7671
H 4.2658 -2.9930 0.6354
H -0.6155 1.4997 4.0588
H -2.0158 -3.8849 2.8273
H 4.8114 -3.3308 -1.0080
H -3.9370 -0.3747 -1.0579
H 1.3603 -3.1708 1.2207
H -3.3845 1.2795 -1.1026
H -2.9931 -5.3656 0.3814
H 0.6674 -3.3551 2.8448
H -2.8617 0.1464 -3.1876
H -2.1866 2.3228 -2.8083
H 0.7252 0.6691 -3.6330
H 5.2243 0.7845 -1.3160
H -0.8085 1.9484 2.3520
H -0.7887 0.3322 -4.5022
H -2.0046 -1.1498 -2.3392
*
```

Atom charges from the Löwdin analysis, given in e for atoms 1 to 6: 0.926, 0.728, 0.391, 0.131, 0.142, 0.175

***

Computed, not measured: 2 unconnected molecules or ions with the total composition C2H9NSi, with wB97M-V/def2-TZVPD.

orbital gap (alpha / beta)	0.205 / 0.289	Eh
LUMO level (alpha / beta)	-0.008 / 0.020	hartree
largest force on an atom	3.87	eV/A

Geometry as ORCA input:
```
! RIJCOSX wB97M-V def2-TZVPD def2/J DEFGRID3
* xyz 0 1
Si 0.4901 1.5066 0.9104
N 1.1316 0.2195 -0.1753
C 0.3555 -0.6740 -0.7023
C -1.1056 -0.5973 -0.7084
H 0.5764 2.5821 0.0711
H -1.4583 -1.6503 -0.7138
H 1.3064 1.4614 2.2491
H -1.4255 -0.2696 -1.7292
H 1.0992 -2.3439 1.0836
H 2.1025 -0.1428 0.0500
H -1.4565 -0.0282 0.0734
H -0.9327 1.5044 1.1874
H 0.7823 -1.5776 -0.9817
*
```

Atom charges from the natural (NBO) analysis, given in e for atoms 1 to 6: 1.061, -0.897, 0.171, -0.700, -0.198, 0.262

***

no.,total energy (Eh)
1,-351.49883
2,-2749.64528
3,-3360.73932
4,-425.65272